DFT (ωB97M-V with the def2-TZVPD basis set) results for C42H59BClFeNO9S as an isolated structure at a distorted geometry.

Geometry as ORCA input:
```
! RIJCOSX wB97M-V def2-TZVPD def2/J DEFGRID3
* xyz -1 6
Fe 1.26783 1.49742 0.09081
C -1.48918 -6.43913 0.11802
C -1.95495 -5.02357 0.47648
C -3.28407 -4.76862 -0.25035
C -2.18396 -4.99195 1.99450
C -0.96373 -3.94029 0.05767
C -1.12752 -2.64151 0.51481
C -0.29035 -1.59958 0.08968
N -0.24568 -0.37566 0.65634
C -1.04530 0.16259 1.57421
C -2.44044 0.01447 1.67251
C -3.13607 0.65388 2.66667
C -2.40018 1.32302 3.66842
C -1.03780 1.53430 3.62468
C -0.33298 1.07363 2.47077
O 0.87667 1.36443 2.18273
C -0.40499 2.36445 4.75142
C -0.98937 3.78458 4.69948
C -0.73566 1.70823 6.10189
C 1.12269 2.47382 4.67822
C -4.65881 0.70552 2.71868
C -5.28050 0.17940 1.42313
C -5.10805 2.16978 2.87503
C -5.16423 -0.12374 3.90801
C 0.72063 -1.90989 -0.88520
O 1.47017 -0.84813 -1.38152
C 0.98527 -3.21856 -1.24472
C 0.10651 -4.20845 -0.77586
C 2.20377 -3.70306 -2.04678
C 2.99550 -4.66623 -1.14302
C 1.74313 -4.44842 -3.30769
C 3.17524 -2.59711 -2.47751
H -2.21151 -7.16100 0.50289
H -0.51996 -6.66387 0.56547
H -1.42789 -6.57909 -0.96173
H -4.02602 -5.51584 0.04143
H -3.13819 -4.83012 -1.32973
H -3.67542 -3.77834 -0.01774
H -2.83320 -5.81752 2.29312
H -2.65572 -4.06488 2.31624
H -1.23513 -5.09613 2.52236
H -1.89184 -2.40083 1.24041
H -2.94475 -0.52824 0.88536
H -2.94908 1.73625 4.50545
H -2.06526 3.77783 4.87753
H -0.82027 4.21360 3.71115
H -0.51631 4.42146 5.45134
H -1.80837 1.66379 6.28945
H -0.27355 2.27314 6.91452
H -0.34577 0.68973 6.12654
H 1.43915 3.00696 3.78733
H 1.57943 1.48548 4.65549
H 1.48756 3.00602 5.56179
H -4.90209 0.75445 0.57729
H -6.36580 0.29268 1.45907
H -5.06401 -0.87869 1.26522
H -4.58112 2.78032 2.14498
H -4.89554 2.55299 3.87366
H -6.18379 2.24837 2.70343
H -4.85248 -1.16494 3.80745
H -6.25487 -0.08787 3.96554
H -4.75777 0.26120 4.84438
H 0.28231 -5.22588 -1.09039
H 2.39725 -5.52743 -0.84882
H 3.31265 -4.14734 -0.23770
H 3.88179 -5.02694 -1.66930
H 1.11810 -5.30620 -3.06058
H 2.61191 -4.80966 -3.86249
H 1.16905 -3.78137 -3.95236
H 3.47541 -1.97679 -1.63553
H 2.73222 -1.94799 -3.23289
H 4.06714 -3.05828 -2.90731
Cl 8.29083 4.45919 0.13394
C 6.81891 3.52095 0.08020
C 6.90240 2.12728 -0.08208
C 5.76033 1.38329 -0.14744
C 4.45120 1.96730 -0.08900
O 3.42607 1.23810 -0.20708
C 4.41167 3.39234 0.10541
C 3.17780 4.09463 0.24555
O 2.03719 3.66350 0.09790
C 5.60617 4.13417 0.19061
H 7.87449 1.65674 -0.14995
H 5.80649 0.30932 -0.27290
H 3.29574 5.16084 0.52194
H 5.55187 5.20830 0.32429
C 1.13279 -0.56925 -5.82402
C 0.54815 0.27331 -4.68835
C -0.80902 0.81806 -5.10841
O 0.39078 -0.62760 -3.57226
B 1.22824 -0.23842 -2.57067
O 1.96659 0.88204 -2.87455
C 1.53582 1.39308 -4.15465
C 2.77700 1.62145 -5.01419
C 0.88859 2.74695 -3.90158
H 0.41489 -1.34817 -6.07966
H 2.05410 -1.05609 -5.50318
H 1.32774 0.03582 -6.70787
H -1.43252 0.00424 -5.47948
H -0.66738 1.55078 -5.90404
H -1.32761 1.29208 -4.27848
H 3.38239 0.72153 -5.10933
H 3.38296 2.38326 -4.52414
H 2.50070 1.98010 -6.00539
H -0.04616 2.63846 -3.37600
H 0.73389 3.28210 -4.83897
H 1.56727 3.31413 -3.26174
C -1.45991 4.79971 -0.50309
S -1.97448 3.07453 -0.39406
O -2.82149 3.01087 0.77605
O -2.65974 2.75285 -1.63761
O -0.70716 2.32566 -0.26292
H -2.30996 5.41065 -0.21823
H -1.14252 5.01780 -1.51719
H -0.63696 4.89944 0.19876
*
```

For the LUMO energy (alpha / beta), the calculation gives 2.3 / 1.5 eV. For the HOMO energy (alpha / beta), the calculation gives -0.1479 / -0.1707 Eh.

---

DFT (ωB97M-V with the def2-TZVPD basis set) results for C22H24N2O5 in the gas phase.

Geometry as ORCA input:
```
! RIJCOSX wB97M-V def2-TZVPD def2/J DEFGRID3
* xyz 0 1
C -4.84192 -2.30352 1.27799
O -4.20398 -2.24756 0.02211
C -2.85592 -2.35885 -0.03353
C -2.02102 -2.56397 1.06378
C -0.65353 -2.63198 0.89128
C -0.07135 -2.49875 -0.37084
C 1.35402 -2.46650 -0.58661
C 2.33126 -2.49909 0.33419
C 3.68293 -2.12333 -0.06941
O 4.08111 -2.04621 -1.21366
O 4.41384 -1.72928 0.99387
C 5.47901 -0.81027 0.74590
C 4.78873 0.56891 0.67639
O 4.83106 1.36254 1.58661
N 4.05411 0.70103 -0.45998
C 2.80529 1.33283 -0.57983
C 1.97714 0.93106 -1.62520
C 0.68340 1.39076 -1.71478
C 0.15260 2.26171 -0.75449
N -1.16282 2.69787 -0.88050
C -1.69784 3.69795 0.02169
C -2.25836 3.05109 1.29476
O -3.25858 2.10620 0.97273
C -2.76343 1.11940 0.09567
C -2.20245 1.73415 -1.19468
C 1.01716 2.70456 0.25109
C 2.32125 2.25451 0.33717
C -0.92435 -2.31300 -1.46745
C -2.28638 -2.24466 -1.30627
H -4.68112 -3.26906 1.76690
H -5.90355 -2.17690 1.07312
H -4.50131 -1.49674 1.93406
H -2.42979 -2.66426 2.05680
H -0.02689 -2.78496 1.75583
H 1.66488 -2.32984 -1.61602
H 2.16481 -2.60814 1.39290
H 6.00520 -1.06636 -0.17857
H 6.14306 -0.86194 1.60763
H 4.21219 0.00501 -1.18115
H 2.35305 0.23913 -2.36551
H 0.07667 1.06979 -2.54693
H -0.93936 4.44236 0.25765
H -2.51921 4.19843 -0.50371
H -2.73810 3.79277 1.93548
H -1.44743 2.55596 1.85055
H -3.60453 0.46118 -0.12648
H -1.96561 0.53969 0.58978
H -1.82132 0.93683 -1.82825
H -3.00425 2.25998 -1.72364
H 0.67942 3.39909 1.00356
H 2.95527 2.59126 1.14068
H -0.49830 -2.21469 -2.45503
H -2.94476 -2.09623 -2.14766
*
```

As for the SMILES: COc1ccc(/C=C/C(=O)OCC(=O)Nc2ccc(N3CCOCC3)cc2)cc1. For the LUMO energy, the calculation gives -0.2 eV. For the HOMO energy, the calculation gives -0.2678 Eh. The energy relative to the best compared isomer or geometry (same formula, charge and spin) is 60.16 kcal per mole.

---

What did the second record say?
DFT (ωB97M-V with the def2-TZVPD basis set) results for C22H24N2O5 in the gas phase.

Geometry as ORCA input:
```
! RIJCOSX wB97M-V def2-TZVPD def2/J DEFGRID3
* xyz 0 1
C -4.84192 -2.30352 1.27799
O -4.20398 -2.24756 0.02211
C -2.85592 -2.35885 -0.03353
C -2.02102 -2.56397 1.06378
C -0.65353 -2.63198 0.89128
C -0.07135 -2.49875 -0.37084
C 1.35402 -2.46650 -0.58661
C 2.33126 -2.49909 0.33419
C 3.68293 -2.12333 -0.06941
O 4.08111 -2.04621 -1.21366
O 4.41384 -1.72928 0.99387
C 5.47901 -0.81027 0.74590
C 4.78873 0.56891 0.67639
O 4.83106 1.36254 1.58661
N 4.05411 0.70103 -0.45998
C 2.80529 1.33283 -0.57983
C 1.97714 0.93106 -1.62520
C 0.68340 1.39076 -1.71478
C 0.15260 2.26171 -0.75449
N -1.16282 2.69787 -0.88050
C -1.69784 3.69795 0.02169
C -2.25836 3.05109 1.29476
O -3.25858 2.10620 0.97273
C -2.76343 1.11940 0.09567
C -2.20245 1.73415 -1.19468
C 1.01716 2.70456 0.25109
C 2.32125 2.25451 0.33717
C -0.92435 -2.31300 -1.46745
C -2.28638 -2.24466 -1.30627
H -4.68112 -3.26906 1.76690
H -5.90355 -2.17690 1.07312
H -4.50131 -1.49674 1.93406
H -2.42979 -2.66426 2.05680
H -0.02689 -2.78496 1.75583
H 1.66488 -2.32984 -1.61602
H 2.16481 -2.60814 1.39290
H 6.00520 -1.06636 -0.17857
H 6.14306 -0.86194 1.60763
H 4.21219 0.00501 -1.18115
H 2.35305 0.23913 -2.36551
H 0.07667 1.06979 -2.54693
H -0.93936 4.44236 0.25765
H -2.51921 4.19843 -0.50371
H -2.73810 3.79277 1.93548
H -1.44743 2.55596 1.85055
H -3.60453 0.46118 -0.12648
H -1.96561 0.53969 0.58978
H -1.82132 0.93683 -1.82825
H -3.00425 2.25998 -1.72364
H 0.67942 3.39909 1.00356
H 2.95527 2.59126 1.14068
H -0.49830 -2.21469 -2.45503
H -2.94476 -2.09623 -2.14766
*
```

As for the SMILES: COc1ccc(/C=C/C(=O)OCC(=O)Nc2ccc(N3CCOCC3)cc2)cc1. For the LUMO energy, the calculation gives -0.2 eV. For the HOMO energy, the calculation gives -0.2678 Eh. The energy relative to the best compared isomer or geometry (same formula, charge and spin) is 60.16 kcal per mole.